Entry 1:
{
  "formula": "C2H7O2",
  "method": "ωB97M-V/def2-TZVPD",
  "species": ["O", "H", "H", "H", "O", "C", "C", "H", "H", "H", "H"],
  "xyz": [[-0.07864, 0.37013, 2.04418], [0.57380, -0.28685, 0.87660], [-0.68426, 0.15242, 2.68016], [0.58077, 0.93667, 2.44620], [0.87787, -0.68682, -0.10650], [0.23129, -0.46457, -1.20750], [-0.89739, 0.51740, -1.34617], [0.56340, -0.94684, -2.12152], [-0.96115, 0.80020, -2.38023], [-0.72953, 1.55412, -0.87942], [-1.74032, 0.00682, -0.80118]],
  "atomic_forces_ev_per_a": [[2.87, 0.86, -3.13], [-0.61, -0.16, -1.56], [-2.52, -1.18, 2.56], [0.16, 0.32, 0.33], [-1.40, 0.00, -1.68], [0.84, 1.84, 3.11], [0.93, 0.59, 1.59], [0.40, -0.56, 0.31], [-0.95, -0.64, -0.60], [0.09, -1.79, 0.11], [0.17, 0.73, -1.03]],
  "e_tot_ev": -6274.252,
  "total_charge": 1,
  "mol_weight_da": 63.1,
  "gap_ev": 12.0,
  "de_lowest_kcal_mol": 16.5
}

Entry 2:
{
  "formula": "C2H7O2",
  "method": "ωB97M-V/def2-TZVPD",
  "species": ["O", "H", "H", "H", "O", "C", "C", "H", "H", "H", "H"],
  "xyz": [[0.31947, -1.24688, 1.64108], [0.26133, -0.83129, 0.32942], [-0.38913, -1.80883, 1.99487], [1.16705, -1.62656, 1.91300], [0.09971, -0.63875, -0.75627], [-0.19450, 0.49391, -1.17017], [-0.28782, 1.66160, -0.26986], [-0.37137, 0.55539, -2.24457], [-0.47338, 1.31658, 0.74323], [-1.03822, 2.38264, -0.59685], [0.64607, 2.22946, -0.36709]],
  "atomic_forces_ev_per_a": [[0.05, 0.06, -0.07], [-0.40, 0.05, -0.59], [0.19, 0.09, -0.12], [-0.08, -0.02, 0.08], [0.17, -0.29, 0.37], [0.00, 0.21, 0.53], [-0.17, -0.02, -0.51], [0.06, 0.11, -0.01], [0.20, 0.27, 0.16], [-0.19, -0.24, -0.05], [0.16, -0.20, 0.21]],
  "e_tot_ev": -6274.962,
  "total_charge": 1,
  "mol_weight_da": 63.1,
  "gap_ev": 12.5,
  "de_lowest_kcal_mol": 0.1
}

Entry 3:
{
  "formula": "C2H7O2P",
  "method": "ωB97M-V/def2-TZVPD",
  "species": ["C", "C", "O", "O", "P", "H", "H", "H", "H", "H", "H", "H"],
  "xyz": [[1.51570, -0.25641, 0.10244], [-1.66643, 0.19938, -0.30235], [-2.76532, 0.28470, 0.55442], [-0.76848, 1.28799, -0.23488], [0.83266, 1.47078, 0.22985], [2.43929, -0.29006, 0.67306], [0.82114, -0.98465, 0.52172], [1.73116, -0.50656, -0.93486], [-1.18168, -0.75254, -0.07520], [-2.00325, 0.19121, -1.35213], [-3.16129, 1.16048, 0.44834], [0.65056, 1.35713, 1.62954]],
  "atomic_forces_ev_per_a": [[-0.43, 0.36, -0.16], [0.23, -0.35, -0.67], [0.36, 0.49, 0.25], [0.16, 0.43, -0.02], [-0.75, -0.86, 0.09], [0.15, 0.02, 0.07], [0.15, -0.03, 0.00], [0.02, -0.03, -0.02], [-0.01, 0.10, 0.05], [0.03, -0.06, 0.25], [0.02, -0.16, -0.04], [0.06, 0.10, 0.20]],
  "e_tot_ev": -15570.716,
  "total_charge": 0,
  "mol_weight_da": 94.0,
  "gap_ev": 10.1,
  "de_lowest_kcal_mol": 24.6
}

Entry 4:
{
  "formula": "C2H7O3SSi",
  "method": "ωB97M-V/def2-TZVPD",
  "species": ["C", "C", "O", "O", "O", "Si", "S", "H", "H", "H", "H", "H", "H", "H"],
  "xyz": [[-1.36769, 0.25910, -1.95764], [1.59688, -0.45204, 0.23721], [-1.03162, -0.38756, 1.77853], [1.07292, -0.61338, 3.45279], [-1.23542, -0.52887, -0.80402], [-0.26052, -0.22086, 0.43900], [-0.42133, -0.48711, 3.50782], [-0.95549, 1.25750, -1.77150], [-2.43026, 0.32652, -2.19592], [-0.83963, -0.22190, -2.78625], [2.08348, -0.18895, 1.17209], [1.84734, -1.49105, 0.01368], [1.98693, 0.18333, -0.55256], [-0.04558, 2.56527, -0.53322]],
  "atomic_forces_ev_per_a": [[-0.07, 0.18, -0.72], [-0.51, -0.20, 0.08], [0.01, -0.27, 0.74], [0.80, -0.09, -0.21], [0.11, -0.44, 0.30], [1.14, 1.81, -0.72], [-0.87, 0.05, 0.21], [-0.06, 0.03, -0.12], [0.00, 0.01, -0.08], [-0.05, 0.06, -0.06], [-0.13, 0.04, 0.22], [-0.08, -0.10, 0.00], [-0.22, 0.10, -0.12], [-0.06, -1.19, 0.48]],
  "e_tot_ev": -27042.049,
  "total_charge": -1,
  "mol_weight_da": 139.2,
  "gap_ev": 6.2,
  "de_lowest_kcal_mol": 90.2
}

What is the formula in the first record?
C2H7O2